No. 1
{"formula": "C6H12", "method": "ωB97M-V with the def2-TZVPD basis set", "elements": ["C", "C", "C", "C", "C", "C", "H", "H", "H", "H", "H", "H", "H", "H", "H", "H", "H", "H"], "xyz": [[2.2499, -0.2750, -0.2771], [1.1511, -0.9409, -0.6173], [0.1150, -1.4364, 0.3511], [-1.2354, -0.7091, 0.2414], [-1.1991, 0.7795, 0.6085], [-0.4880, 1.7116, -0.4131], [2.4818, -0.0539, 0.7643], [2.9466, 0.0983, -1.0221], [0.9414, -1.1274, -1.6735], [-0.0569, -2.5069, 0.1762], [0.5042, -1.3456, 1.3744], [-1.9495, -1.2297, 0.8947], [-1.6290, -0.8124, -0.7784], [-0.7295, 0.8708, 1.6027], [-2.2303, 1.1185, 0.7570], [0.4103, 2.0905, 0.0676], [-0.1648, 1.2096, -1.3341], [-1.1179, 2.5586, -0.7223]], "energy_ha": -235.7790, "smiles": "C=CCCCC", "total_charge": 0, "relative_energy_kj_mol": 102.94}

---

No. 2
{"formula": "C4H7NO2", "method": "ωB97M-V with the def2-TZVPD basis set", "elements": ["C", "N", "C", "O", "C", "C", "O", "H", "H", "H", "H", "H", "H", "H"], "xyz": [[0.2289, 1.2904, -1.1228], [0.1399, 0.0249, -0.4223], [0.4725, -1.1397, -1.0285], [0.1622, -2.2326, -0.6103], [-0.7216, -0.0562, 0.7412], [0.0290, -0.5303, 1.9675], [-0.2615, -0.1760, 3.0745], [0.5649, 2.0724, -0.4464], [-0.7326, 1.5995, -1.5289], [0.9537, 1.2191, -1.9364], [1.0116, -1.0143, -1.9824], [-1.1357, 0.9264, 0.9560], [-1.5584, -0.7416, 0.5550], [0.8471, -1.2418, 1.7837]], "energy_ha": -361.8376, "smiles": "CN(C=O)CC=O", "total_charge": 0, "relative_energy_kj_mol": 113.63}